Record 1
Formula: C3H22NO9
Source: the OMol25 dataset
Level of theory: ωB97M-V/def2-TZVPD

Calculated values
LUMO = 3.21 eV
E = -859.45859 a.u.
Largest force on an atom = 2.3 eV/A
HOMO energy = -5.9442 eV

Geometry as ORCA input:
```
! wB97M-V def2-TZVPD RIJCOSX def2/J DEFGRID3
* xyz -1 1
C 0.88081 -0.72152 -0.82669
C 1.70549 -1.72575 0.00279
O 2.32427 -1.11346 1.09632
N -0.28459 -0.22456 -0.03511
C -0.75287 1.09437 -0.34976
O 0.08630 2.22225 -0.16424
H 0.51373 -1.39742 -1.58931
H 1.42267 0.12374 -1.24283
H 1.10759 -2.58762 0.33466
H 2.52262 -2.11625 -0.67065
H 2.24201 -0.13377 1.02969
H -0.19965 -0.39598 0.95155
H -1.00691 1.19202 -1.41896
H -1.62701 1.23807 0.32420
H -2.43488 -1.57691 1.11793
H -3.58259 -2.10963 1.73211
O -3.02531 -2.33608 0.95686
H -1.78355 -0.54268 -1.85359
H -3.20252 -0.87042 -1.86984
O -2.55340 -0.43073 -2.43765
H 0.69099 -0.33089 3.67743
H 0.69798 0.92365 2.66216
O 0.07491 0.26964 3.23298
H 1.77685 -0.18750 -4.18402
H 2.57140 0.40326 -3.04910
O 2.55116 -0.35803 -3.63565
H 0.60694 2.29295 0.75370
H 2.17901 1.92639 2.48305
O 1.57537 1.72713 1.75849
H 0.50850 1.59267 -2.16643
H 0.50644 2.62369 -3.20980
O 0.70686 1.68253 -3.12088
H -2.54650 0.64656 3.18460
H -1.64513 -0.48563 3.27196
O -2.60701 -0.31410 3.25403
*
```


Record 2
Formula: C5H12O2
Source: the OMol25 dataset
Level of theory: ωB97M-V/def2-TZVPD

Calculated values
LUMO = 0.91 eV
E = -348.11947 a.u.
Largest force on an atom = 4.2 eV/A
HOMO energy = -9.5053 eV

Geometry as ORCA input:
```
! wB97M-V def2-TZVPD RIJCOSX def2/J DEFGRID3
* xyz 0 1
C -1.55223 -0.95868 -1.88703
C -1.30794 -0.67765 -0.39995
C 0.09554 -0.10382 -0.34529
O 0.12774 1.00782 -1.17071
C 0.52043 0.31393 1.21671
C 1.96803 0.02526 1.50849
O 0.30996 1.85531 0.89999
H -1.54270 -0.05686 -2.53943
H -0.75619 -1.60458 -2.25099
H -2.50172 -1.42343 -2.03277
H -2.10109 -0.01150 -0.01251
H -1.31881 -1.60470 0.23291
H 0.96771 -0.73945 -0.81543
H -0.52563 1.71200 -0.98962
H -0.07543 -0.15136 2.07650
H 2.55336 0.42124 0.71895
H 2.33479 0.53861 2.42663
H 2.19294 -1.03456 1.67658
H 0.45160 2.37583 1.73260
*
```